Entry 1:
58
Properties=species:S:1:pos:R:3:forces:R:3 method="wB97M-V/def2-TZVPD" largest_force_ha_per_bohr=0.0257 homo_lumo_gap_ev=6.1357 de_lowest_kcal_mol=156.2 e_tot_ev=-114434.067 total_charge=-1
Sc -0.0862 1.4378 0.2582 -0.152 -0.599 0.763
C -3.1440 -0.5335 0.2623 0.016 -0.030 0.133
C -3.4410 -0.9693 1.6947 -0.003 0.006 0.001
S -2.3144 -0.2175 2.8951 -0.040 -0.014 -0.017
C -1.7745 -1.6639 3.8423 0.010 -0.013 0.004
C -1.1204 -2.8030 3.0644 -0.042 0.005 -0.022
S 0.3585 -2.2781 2.1653 0.051 0.032 0.016
C 0.0894 -2.9715 0.5233 0.191 0.025 -0.142
C -1.1718 -2.5718 -0.2267 -0.014 -0.008 0.211
S -1.4640 -0.7905 -0.3554 -0.045 -0.011 -0.493
H -3.8320 -1.0259 -0.4271 -0.021 -0.011 0.005
H -3.2993 0.5444 0.1676 0.005 -0.009 -0.020
H -4.4671 -0.6806 1.9290 -0.015 -0.015 -0.004
H -3.3869 -2.0543 1.7845 0.015 0.033 -0.008
H -1.0623 -1.2450 4.5559 0.014 -0.005 -0.002
H -2.6165 -2.0533 4.4193 -0.002 0.003 0.005
H -0.8593 -3.5903 3.7751 0.001 0.002 0.005
H -1.8232 -3.2455 2.3575 0.010 0.004 0.018
H 0.9592 -2.6413 -0.0593 -0.157 -0.055 0.068
H 0.1179 -4.0629 0.5655 0.021 0.012 -0.031
H -1.1004 -2.9213 -1.2562 0.018 -0.030 -0.123
H -2.0720 -2.9898 0.2276 0.007 0.007 0.026
C 2.2419 3.1565 -3.2704 -0.064 -0.083 -0.031
O 1.5829 3.2925 -2.0140 0.141 -0.319 0.208
C 0.8286 2.2626 -1.5644 -0.360 0.795 -0.719
O 0.9602 -1.8116 -2.2860 -0.009 0.045 -0.027
N -0.0775 1.6788 -2.4554 -0.040 0.440 0.196
N -1.3867 1.7892 -1.9012 0.271 0.042 0.023
H 2.8550 4.0441 -3.3885 0.015 0.022 -0.006
H 1.5326 3.1029 -4.1011 0.008 0.011 -0.002
H 2.8708 2.2644 -3.2632 0.008 -0.006 -0.017
H 0.0048 1.8129 -3.4553 -0.023 -0.073 0.040
H -1.9951 1.0798 -2.2935 0.115 -0.110 0.038
H -1.7730 2.7190 -2.0425 -0.045 -0.048 -0.044
Cl 3.0136 0.5472 4.9948 0.015 0.033 -0.040
C 2.9097 1.3216 3.4351 -0.210 0.409 -0.853
C 3.9956 2.1598 2.9380 -0.140 0.048 -0.216
C 4.1739 2.6376 1.6791 -0.133 -0.123 0.508
C 3.4137 2.2350 0.4826 0.350 -0.147 0.450
C 3.1705 0.9165 0.3601 0.303 0.348 0.177
Cl 2.0749 0.6779 -1.1135 -0.184 -0.736 -0.791
C 1.7678 1.1998 2.7260 -0.813 -0.301 0.283
N 0.7521 1.1020 2.0986 1.197 0.407 0.379
H 4.6894 2.4926 3.7053 -0.027 -0.008 0.004
H 4.9325 3.4040 1.5481 0.063 -0.074 0.017
H 3.1548 3.0067 -0.2346 -0.068 0.068 0.004
C 1.6078 -4.5331 -4.3668 0.003 0.014 -0.062
O 1.8302 -3.4374 -3.5083 -0.008 0.081 0.021
C 0.6889 -2.7538 -3.0495 -0.178 -0.126 0.173
O -0.4223 -3.1857 -3.4109 -0.004 0.030 0.015
H 2.4317 -5.2331 -4.2154 0.011 0.003 -0.022
H 1.6038 -4.2149 -5.4160 -0.020 -0.012 0.016
H 0.6556 -5.0166 -4.1547 0.006 -0.020 0.016
N -5.1508 5.1427 0.3659 -0.004 -0.009 0.004
C -4.2426 4.7675 0.9771 0.006 0.020 -0.020
N -3.2246 4.3935 1.7385 -0.055 -0.069 0.141
C -2.3897 3.5355 1.3211 0.073 0.100 -0.269
N -1.5707 2.7710 0.9724 -0.068 0.014 0.014

Entry 2:
51
Properties=species:S:1:pos:R:3:forces:R:3 method="wB97M-V/def2-TZVPD" largest_force_ha_per_bohr=0.0048 homo_lumo_gap_ev="8.3013 / 7.3276" de_lowest_kcal_mol=0.0 e_tot_ev=-52416.176 total_charge=+1 spin_multiplicity=4
Re 0.1602 0.0980 -0.2355 -0.044 0.145 -0.075
N 2.2477 -0.6263 -0.3808 -0.010 -0.033 0.024
C 2.4928 -1.7910 0.5079 0.066 0.017 0.047
C 1.9549 -1.4566 1.8799 -0.041 0.017 -0.046
N 0.5383 -1.0397 1.8055 -0.100 0.031 0.053
C 0.1085 -0.5364 3.1341 0.044 -0.019 -0.066
C -1.2968 0.0231 3.0951 -0.005 0.019 -0.081
N -1.3301 1.1901 2.2176 0.114 -0.004 0.080
H 2.4295 -0.8836 -1.3483 -0.041 0.027 -0.021
H 2.9093 0.1207 -0.1754 0.009 0.006 0.045
H 3.5561 -2.0268 0.5625 -0.005 0.011 -0.011
H 1.9777 -2.6510 0.0823 -0.004 -0.011 0.016
H 2.5154 -0.6166 2.2981 0.021 -0.010 -0.002
H 2.0837 -2.3055 2.5550 -0.010 -0.008 0.000
H -0.0395 -1.8546 1.5801 0.041 -0.043 0.001
H 0.8098 0.2466 3.4343 -0.004 0.007 -0.006
H 0.1866 -1.3480 3.8636 -0.008 0.023 0.021
H -1.6201 0.2368 4.1170 -0.010 -0.013 -0.001
H -1.9777 -0.7336 2.6969 -0.018 0.022 -0.009
H -1.2036 2.0573 2.7257 -0.059 -0.060 0.121
H -2.2126 1.2440 1.7248 0.026 0.084 -0.072
I 1.4353 2.4616 0.8928 -0.039 0.019 0.062
C 2.3510 2.7336 -0.9722 -0.048 -0.052 0.034
C 3.4039 3.5961 -1.0722 -0.006 -0.010 -0.073
C 3.9170 3.8958 -2.3502 -0.008 0.004 0.034
C 3.3211 3.3665 -3.4572 0.015 0.003 -0.021
C 2.2165 2.4874 -3.3542 -0.014 -0.005 0.033
C 1.5661 2.0107 -4.5190 0.014 0.003 -0.037
C 0.4738 1.2056 -4.4164 -0.032 -0.021 0.009
C 0.0256 0.7758 -3.1489 0.022 0.056 0.035
C 0.6433 1.1568 -1.9729 0.000 0.061 -0.113
C 1.7259 2.1010 -2.0777 0.029 -0.015 -0.031
H 3.8254 4.0662 -0.1944 0.004 -0.003 0.005
H 4.7562 4.5713 -2.4409 0.002 -0.005 -0.004
H 3.6792 3.6223 -4.4467 0.005 0.012 0.007
H 1.9395 2.3210 -5.4870 0.005 0.003 0.006
H -0.0478 0.8705 -5.3033 0.005 0.003 -0.001
H -0.8259 0.1106 -3.1094 0.008 -0.024 -0.018
C 0.1367 -2.3687 -2.3099 -0.029 0.011 0.001
C -0.2434 -1.8506 -0.9449 0.010 -0.229 -0.096
O -0.7629 -2.5891 -0.1319 0.001 0.039 0.040
H -0.7287 -2.2099 -2.9552 0.022 -0.011 -0.017
H 0.3344 -3.4387 -2.2537 -0.009 -0.007 0.029
H 0.9794 -1.8379 -2.7528 -0.014 0.009 -0.003
Cl -4.5314 0.6154 0.8142 0.020 -0.001 -0.015
C -4.1020 0.5991 -0.9167 0.008 -0.052 -0.004
C -2.7195 0.0251 -1.1671 -0.054 -0.020 -0.025
O -2.5315 -0.7800 -2.0514 -0.015 0.022 0.010
O -1.7920 0.5111 -0.3762 0.128 -0.003 0.142
H -4.1388 1.6270 -1.2718 0.012 0.000 -0.016
H -4.8341 -0.0037 -1.4417 -0.003 0.005 0.007

Entry 3:
49
Properties=species:S:1:pos:R:3:forces:R:3 method="wB97M-V/def2-TZVPD" largest_force_ha_per_bohr=0.0104 homo_lumo_gap_ev=8.9355 de_lowest_kcal_mol=0.7 smiles="O=C(NCCN1CCOCC1)[C@@H]1CCC(=O)N1Cc1ccccc1Cl" e_tot_ev=-42191.762
O -1.2875 -1.2419 1.5889 -0.123 -0.221 0.298
C -0.6046 -0.7132 0.7382 0.285 0.026 -0.453
N -0.5924 0.6148 0.5161 -0.020 0.336 -0.041
C -1.4208 1.5323 1.2638 -0.365 0.214 -0.031
C -2.5312 2.1794 0.4104 0.197 -0.086 0.258
N -3.5491 1.3157 -0.1375 0.070 -0.091 -0.047
C -4.2373 0.4719 0.8249 -0.301 -0.153 -0.210
C -5.4911 -0.0908 0.1519 0.018 0.149 0.387
O -5.1717 -0.8185 -1.0122 0.011 -0.187 0.021
C -4.4657 -0.0131 -1.9237 0.373 0.138 -0.210
C -3.1775 0.5279 -1.2969 -0.396 -0.140 -0.194
C 0.3294 -1.5122 -0.1863 -0.201 -0.066 -0.045
C -0.1719 -2.9501 -0.3793 -0.045 -0.041 -0.009
C 1.0900 -3.8081 -0.3628 -0.041 -0.003 -0.026
C 2.1231 -2.9501 0.3434 -0.091 -0.406 -0.095
O 3.2126 -3.2898 0.7444 0.345 -0.153 0.060
N 1.6284 -1.6917 0.4279 -0.238 0.383 0.116
C 2.3912 -0.5905 0.9591 0.184 -0.114 0.254
C 2.7976 0.3812 -0.1200 -0.093 0.114 0.068
C 3.2988 -0.1069 -1.3231 -0.005 0.102 0.009
C 3.6661 0.7442 -2.3481 0.021 -0.067 -0.022
C 3.5406 2.1142 -2.1857 -0.017 0.039 0.045
C 3.0563 2.6248 -0.9954 -0.005 0.060 -0.028
C 2.6895 1.7607 0.0254 0.108 -0.146 -0.168
Cl 2.1055 2.4517 1.5084 -0.001 0.138 0.137
H -0.0084 1.0028 -0.2083 0.051 -0.191 -0.023
H -0.7935 2.3277 1.6767 -0.063 -0.058 0.048
H -1.8586 0.9621 2.0848 0.082 0.104 -0.017
H -2.0738 2.7179 -0.4251 -0.011 0.086 0.043
H -3.0378 2.9120 1.0476 0.108 0.083 -0.026
H -4.5265 1.0778 1.6857 -0.024 -0.025 0.068
H -3.6087 -0.3664 1.1652 -0.036 0.087 0.059
H -6.0063 -0.7876 0.8145 -0.001 0.081 0.004
H -6.1653 0.7404 -0.1060 0.035 -0.066 0.055
H -4.2440 -0.6456 -2.7853 -0.003 0.072 0.004
H -5.0931 0.8341 -2.2399 0.070 -0.056 -0.009
H -2.6573 1.1646 -2.0162 0.031 -0.027 -0.018
H -2.5349 -0.3292 -1.0379 -0.031 0.050 -0.091
H 0.4378 -0.9764 -1.1439 -0.054 -0.039 0.114
H -0.8131 -3.1983 0.4689 0.044 0.068 -0.100
H -0.7490 -3.0582 -1.2956 -0.029 0.032 0.020
H 1.4573 -4.0199 -1.3694 0.070 -0.021 0.030
H 0.9619 -4.7570 0.1538 0.078 0.008 -0.012
H 3.2864 -1.0385 1.4069 -0.151 0.103 0.015
H 1.8215 -0.0843 1.7437 0.130 -0.101 -0.097
H 3.4084 -1.1750 -1.4388 -0.006 -0.136 -0.020
H 4.0550 0.3403 -3.2700 0.038 -0.040 -0.085
H 3.8260 2.7870 -2.9795 0.020 0.070 -0.070
H 2.9634 3.6897 -0.8503 -0.017 0.090 0.035